Entry 1:
ORCA calculation (ωB97M-V/def2-TZVPD) on 7 unconnected molecules or ions with the total composition C25H62N2O9S2.

Last column: Mulliken charge in e.
Element x y z (Å)
1 O 33.4071 -15.8968 -24.3225  -0.632
2 S 34.7003 -15.3692 -23.9812  1.353
3 O 35.1682 -14.1473 -24.5940  -0.737
4 C 34.8205 -15.1433 -22.2034  -0.849
5 C 35.4717 -16.3991 -21.6661  -0.607
6 C 36.5641 -16.8061 -22.6817  -0.766
7 C 35.9531 -16.6570 -24.0845  -0.582
8 H 33.8900 -14.7549 -21.8012  0.437
9 H 35.5734 -14.3561 -22.1060  0.342
10 H 35.9371 -16.1849 -20.7035  0.357
11 H 34.8081 -17.2519 -21.5122  0.317
12 H 36.8252 -17.8433 -22.4915  0.325
13 H 37.4416 -16.1665 -22.5720  0.335
14 H 35.3800 -17.5843 -24.1854  0.246
15 H 36.5569 -16.5855 -24.9829  0.509
16 O 31.6610 -17.0284 -29.5142  -0.626
17 S 31.2755 -15.6998 -29.1254  1.111
18 O 30.0465 -15.1329 -29.6280  -0.667
19 C 31.3708 -15.4323 -27.3523  -1.052
20 C 32.7011 -14.8145 -27.1031  0.234
21 C 32.9798 -13.8368 -28.2704  -1.143
22 C 32.5926 -14.5550 -29.5490  -0.592
23 H 30.9481 -16.2365 -26.7513  0.574
24 H 30.5559 -14.7039 -27.2148  0.420
25 H 32.8955 -14.2682 -26.1873  0.441
26 H 33.4696 -15.5968 -27.1449  -0.357
27 H 34.0082 -13.4804 -28.2709  0.445
28 H 32.4085 -12.9415 -27.9978  0.317
29 H 33.4787 -15.1103 -29.8635  0.324
30 H 32.2509 -13.9940 -30.4164  0.231
31 C 25.5169 -17.8351 -30.5609  -0.737
32 O 25.7593 -17.0860 -29.3654  -0.300
33 C 25.8343 -15.7047 -29.5918  -0.734
34 C 26.6778 -15.0697 -28.5014  1.250
35 C 26.0309 -15.1836 -27.1460  -1.566
36 N 27.0066 -13.6806 -28.8400  -0.830
37 H 26.4141 -17.7142 -31.1768  0.284
38 H 24.6370 -17.4269 -31.0612  0.320
39 H 25.4224 -18.8630 -30.2270  0.239
40 H 26.4212 -15.4954 -30.5036  0.341
41 H 24.8490 -15.2333 -29.6656  0.309
42 H 27.6079 -15.6381 -28.3769  -0.216
43 H 26.0275 -16.2383 -26.8584  0.355
44 H 24.9890 -14.8739 -27.0151  0.308
45 H 26.5770 -14.6125 -26.3880  0.410
46 H 27.5301 -13.2304 -28.0914  0.321
47 H 27.7916 -13.7781 -29.4908  0.287
48 C 31.6253 -13.8978 -33.7844  -0.533
49 O 32.3703 -14.6667 -34.6701  -0.177
50 C 32.2907 -14.1821 -35.9912  -0.804
51 C 32.9383 -15.1830 -36.9357  0.265
52 C 32.3271 -16.5837 -36.6651  -1.219
53 N 34.3737 -15.1823 -36.6149  -0.765
54 H 31.4459 -14.4294 -32.8419  0.070
55 H 30.6148 -13.6512 -34.1276  0.346
56 H 32.1346 -12.9872 -33.4332  0.177
57 H 31.2454 -14.0667 -36.3065  0.398
58 H 32.8274 -13.2282 -36.0619  0.361
59 H 32.7577 -14.9934 -37.9908  0.404
60 H 31.2454 -16.5695 -36.5163  0.307
61 H 32.7644 -16.9994 -35.7575  0.283
62 H 32.5678 -17.2610 -37.4864  0.376
63 H 34.8809 -15.8961 -37.1265  0.258
64 H 34.4854 -15.4622 -35.6454  0.251
65 C 35.1578 -12.6685 -32.2025  -0.834
66 C 35.0288 -11.2367 -31.7037  0.449
67 C 35.3788 -11.1636 -30.2142  -0.863
68 O 35.9494 -10.4341 -32.4337  -0.546
69 H 34.4304 -13.2564 -31.6429  0.020
70 H 36.1930 -12.9823 -32.0869  0.473
71 H 34.8826 -12.6953 -33.2579  0.201
72 H 33.9883 -10.9087 -31.8258  0.172
73 H 36.3204 -11.6790 -30.0132  0.311
74 H 34.6067 -11.6853 -29.6430  -0.080
75 H 35.4785 -10.1359 -29.8631  0.421
76 H 35.9457 -9.5409 -32.0770  0.327
77 C 30.1872 -20.1198 -28.2415  -1.155
78 C 30.1587 -20.1983 -29.7495  0.442
79 C 29.0638 -19.3476 -30.3613  -0.832
80 O 31.4036 -19.7687 -30.3219  -0.589
81 H 31.0287 -20.6789 -27.8133  0.363
82 H 29.2503 -20.4896 -27.8237  0.394
83 H 30.4260 -19.1394 -27.8082  0.083
84 H 30.0865 -21.2500 -30.0286  0.315
85 H 28.8685 -19.6054 -31.3989  0.339
86 H 29.2891 -18.2796 -30.2867  0.070
87 H 28.1446 -19.3753 -29.7596  0.246
88 H 31.6052 -18.9090 -29.9286  0.495
89 C 36.0819 -18.4449 -29.0809  -1.220
90 C 35.9457 -18.0020 -27.6235  0.868
91 C 34.5510 -18.3720 -27.1199  -1.224
92 O 36.8497 -18.7044 -26.7709  -0.562
93 H 35.8321 -17.5999 -29.7208  0.256
94 H 35.4705 -19.3208 -29.2986  0.311
95 H 37.0970 -18.7797 -29.3209  0.416
96 H 36.0206 -16.9084 -27.5650  0.081
97 H 34.2888 -17.8629 -26.1921  0.027
98 H 34.5230 -19.4481 -26.9483  0.544
99 H 33.8154 -18.1185 -27.8868  0.202
100 H 37.6997 -18.7558 -27.2177  0.329

SMILES ... O=S1(=O)CCCC1.O=S1(=O)CCCC1.COC[C@H](C)N.COC[C@H](C)N.CC(C)O.CC(C)O.CC(C)O
HOMO ... -9.08 eV
E ... -2572.6698 hartree
Maximum force ... 2.29 eV/Å
HOMO-LUMO gap ... 9.4 eV

Entry 2:
ORCA calculation (ωB97M-V/def2-TZVPD) on 7 unconnected molecules or ions with the total composition C25H63NO14.

Last column: Mulliken charge in e.
Element x y z (Å)
1 C 2.4000 -1.1358 2.2313  -0.883
2 N 2.8292 -2.5365 1.8187  1.067
3 O 3.5368 -2.5555 0.8167  -0.568
4 O 2.4081 -3.4976 2.4691  -0.594
5 H 1.3223 -1.0792 2.0776  0.030
6 H 3.0218 -0.3017 1.9061  0.328
7 H 2.4280 -1.2141 3.3181  0.587
8 C -2.9307 -1.2064 6.6403  -0.702
9 O -3.8031 -0.8151 5.6130  -0.362
10 C -4.0319 -1.7689 4.6089  -0.730
11 C -3.1403 -1.4908 3.3642  -0.344
12 O -1.7189 -1.3011 3.5535  -0.013
13 C -1.0220 -2.5988 3.4072  -0.524
14 H -2.7606 -0.3520 7.2954  0.271
15 H -1.9476 -1.6283 6.4313  0.245
16 H -3.4160 -1.9135 7.3131  0.351
17 H -5.0485 -1.7706 4.2156  0.386
18 H -3.7489 -2.7534 4.9815  0.372
19 H -3.4450 -0.4900 3.0584  0.312
20 H -3.2554 -2.3101 2.6545  0.225
21 H 0.0023 -2.2629 3.5689  0.056
22 H -1.0593 -3.0182 2.4018  0.172
23 H -1.1879 -3.3756 4.1536  0.366
24 C -4.8624 -6.1017 -1.6530  -0.648
25 O -5.0767 -4.7070 -1.5123  -0.412
26 C -4.2216 -3.9203 -2.2675  -0.903
27 C -2.8116 -3.6803 -1.6892  0.375
28 O -2.0206 -4.7937 -2.0195  -0.375
29 C -0.8257 -4.9480 -1.2342  -0.536
30 H -5.8513 -6.4862 -1.4036  0.242
31 H -4.1551 -6.5579 -0.9604  0.227
32 H -4.6317 -6.3472 -2.6897  0.330
33 H -4.6611 -2.9477 -2.4886  0.393
34 H -4.3266 -4.2297 -3.3073  0.456
35 H -2.8370 -3.6303 -0.6007  0.092
36 H -2.3162 -2.7777 -2.0467  0.072
37 H -0.2850 -5.8921 -1.3008  0.315
38 H -1.0427 -4.8790 -0.1682  0.256
39 H -0.1554 -4.1478 -1.5479  0.080
40 C -0.7692 1.1795 2.5282  -0.408
41 O -0.0947 2.1714 1.8166  -0.525
42 C -0.4549 2.1344 0.4007  -0.780
43 C 0.4452 1.2204 -0.3180  -0.213
44 O 0.2692 -0.1545 -0.0967  0.085
45 C 1.1515 -0.9299 -0.8115  -0.714
46 H 0.0418 0.4746 2.7116  -0.082
47 H -1.6766 0.8578 2.0173  0.297
48 H -0.9785 1.5742 3.5225  0.429
49 H -0.5421 3.1452 0.0022  0.284
50 H -1.4371 1.6950 0.2261  0.300
51 H 1.4722 1.5003 -0.0833  0.271
52 H 0.2354 1.5924 -1.3209  0.209
53 H 0.7651 -1.9461 -0.8896  0.004
54 H 2.1405 -1.0142 -0.3612  0.334
55 H 1.2388 -0.6142 -1.8511  0.359
56 C -2.2322 1.0129 -4.6343  -0.569
57 O -1.3624 0.1584 -5.2518  -0.426
58 C -0.7297 -0.6981 -4.3315  0.363
59 C 0.3791 -1.5784 -4.9444  -0.614
60 O 1.5921 -0.7469 -5.0708  -0.405
61 C 1.5153 0.3438 -5.9754  -0.378
62 H -1.7372 1.8441 -4.1321  0.073
63 H -2.9544 0.5820 -3.9408  0.306
64 H -2.7650 1.5436 -5.4233  0.305
65 H -1.4892 -1.2651 -3.7932  0.025
66 H -0.2886 0.0151 -3.6352  0.177
67 H 0.1666 -2.0861 -5.8853  0.442
68 H 0.5595 -2.4278 -4.2856  0.232
69 H 0.8394 1.1146 -5.6051  -0.021
70 H 1.1863 0.0673 -6.9770  0.290
71 H 2.4439 0.8994 -6.1063  0.296
72 C 0.8129 5.3125 -2.4684  -0.469
73 O 0.8759 4.9304 -3.8655  -0.372
74 C -0.3823 4.6957 -4.4780  -0.214
75 C -0.7028 5.8243 -5.4871  -0.540
76 O -0.0204 5.5341 -6.6849  -0.363
77 C 1.2911 6.0246 -6.8117  -0.666
78 H 0.6841 4.4327 -1.8380  -0.066
79 H -0.0878 5.9249 -2.4280  0.395
80 H 1.6170 5.8611 -1.9780  0.305
81 H -1.1421 4.6503 -3.6978  0.501
82 H -0.3659 3.6830 -4.8808  -0.006
83 H -0.4211 6.7754 -5.0352  0.318
84 H -1.7769 5.7887 -5.6695  0.362
85 H 1.3188 7.1138 -6.7782  0.281
86 H 1.6242 5.8127 -7.8278  0.271
87 H 2.0069 5.5601 -6.1335  0.262
88 C 6.4983 -0.0286 6.7974  -0.779
89 O 5.4811 -0.0080 5.7769  -0.259
90 C 5.2193 1.3614 5.4054  -0.448
91 C 4.2436 1.2817 4.2152  -0.679
92 O 2.9806 0.7320 4.5720  -0.201
93 C 2.1609 1.7600 5.2388  -0.919
94 H 7.4071 0.3293 6.3135  0.324
95 H 6.6887 -1.0781 7.0218  0.233
96 H 6.1634 0.5278 7.6728  0.294
97 H 6.1283 1.8561 5.0632  0.417
98 H 4.7162 1.9543 6.1693  0.299
99 H 4.6032 0.5986 3.4458  0.286
100 H 4.0824 2.2586 3.7594  0.514
101 H 2.6079 2.0133 6.2001  0.268
102 H 1.0793 1.6297 5.2754  0.281
103 H 2.3269 2.6456 4.6254  0.408

SMILES ... C[N+](=O)[O-].COCCOC.COCCOC.COCCOC.COCCOC.COCCOC.COCCOC
HOMO ... -9.32 eV
E ... -2097.9462 hartree
Maximum force ... 3.09 eV/Å
Energy above the lowest of the compared OMol25 structures with the same formula, charge and spin ... 12.662 eV
HOMO-LUMO gap ... 9.8 eV

Entry 3:
ORCA calculation (ωB97M-V/def2-TZVPD) on a molecular structure, C25H64F12N4O24S4.

Last column: Mulliken charge in e.
Element x y z (Å)
1 C 16.2893 20.3122 17.2736  0.577
2 F 16.9667 19.6829 18.2313  -0.222
3 F 15.6234 21.2911 17.8736  -0.223
4 F 17.1735 20.7916 16.3569  -0.194
5 S 15.0833 19.0168 16.6091  0.816
6 O 15.8403 18.0590 15.8019  -0.374
7 O 14.3974 18.4165 17.7615  -0.576
8 N 14.1510 19.9931 15.7925  -0.552
9 S 14.3198 20.3072 14.2037  1.127
10 O 13.2633 21.2581 13.9092  -0.686
11 O 15.6704 20.4016 13.6897  -0.601
12 C 13.7106 18.6872 13.2792  0.575
13 F 12.9117 19.0587 12.3034  -0.236
14 F 14.8465 18.1297 12.7699  -0.210
15 F 13.0719 17.9202 14.1156  -0.177
16 C 15.7665 9.6538 16.4706  0.286
17 F 16.7326 9.4224 17.3924  -0.209
18 F 16.1697 9.1461 15.2890  -0.149
19 F 14.6174 9.0252 16.8293  -0.222
20 S 15.5502 11.5636 16.4156  0.889
21 O 15.2530 11.8495 17.7971  -0.544
22 O 16.8285 11.9466 15.8853  -0.493
23 N 14.2086 11.7721 15.5878  -0.346
24 S 14.0896 12.0170 13.9851  0.960
25 O 13.3036 13.2343 13.8082  -0.713
26 O 15.2281 11.7323 13.1734  -0.418
27 C 12.9453 10.7844 13.4304  0.423
28 F 11.6798 11.0117 13.8749  -0.241
29 F 13.0180 10.8124 12.0795  -0.211
30 F 13.1989 9.6119 13.9214  -0.203
31 C 11.4398 11.8994 19.6307  0.584
32 O 10.7257 11.0052 20.0333  -0.761
33 N 11.6756 12.1089 18.2759  -0.282
34 N 12.2184 12.7426 20.4132  -0.315
35 H 11.5051 11.2544 17.7738  0.200
36 H 12.5168 12.6413 17.9802  0.172
37 H 12.1824 12.5589 21.3984  0.203
38 H 12.5367 13.6306 20.0870  0.161
39 C 19.4717 11.3630 4.9134  -0.945
40 C 19.9741 10.4178 6.0081  -0.232
41 O 18.8607 9.8714 6.6396  -0.468
42 H 18.8322 10.8100 4.2819  0.285
43 H 20.3555 11.7315 4.2153  0.277
44 H 18.8775 12.2159 5.3249  0.248
45 H 20.7228 10.9560 6.5973  0.292
46 H 20.5538 9.6457 5.5676  0.274
47 H 18.6085 9.8996 7.5754  0.340
48 C 13.9862 6.8577 12.1975  -1.243
49 C 15.4612 7.0738 12.5398  0.410
50 O 16.2408 7.6531 11.4382  -0.475
51 H 13.6130 7.7543 11.7295  0.250
52 H 13.5197 6.5865 13.1262  0.376
53 H 13.8820 5.9448 11.5571  0.374
54 H 15.7602 6.0480 12.7434  0.309
55 H 15.6342 7.7397 13.3480  -0.174
56 H 17.1701 7.7290 11.7505  0.254
57 C 16.1212 16.2509 20.1345  -1.077
58 C 16.0689 15.3859 18.8796  0.384
59 O 16.9918 15.7993 17.8551  -0.428
60 H 15.6151 15.6663 20.9440  0.300
61 H 15.5862 17.1651 19.9697  0.268
62 H 17.2172 16.3983 20.3588  0.287
63 H 15.0858 15.4693 18.4138  0.070
64 H 16.3168 14.2922 19.0183  0.044
65 H 16.6599 16.4885 17.2800  0.104
66 C 7.4058 8.6022 18.2593  -0.955
67 C 8.7680 9.0271 17.7084  -0.288
68 O 9.8293 8.6734 18.5368  -0.502
69 H 7.3421 7.5431 18.3072  0.263
70 H 6.7217 8.9134 17.4752  0.316
71 H 7.1718 9.0813 19.2042  0.286
72 H 8.8127 10.1318 17.4041  0.238
73 H 9.0005 8.5501 16.7707  0.333
74 H 9.9443 9.4037 19.1474  0.374
75 C 16.8884 12.3118 21.8764  -0.847
76 C 17.7221 11.2439 22.6228  -0.333
77 O 16.8803 10.3376 23.3851  -0.520
78 H 16.2225 11.8973 21.1308  0.342
79 H 17.5936 13.0041 21.3597  0.261
80 H 16.4419 12.9877 22.6154  0.292
81 H 18.3753 11.7692 23.3584  0.275
82 H 18.4045 10.6980 21.8792  0.225
83 H 16.1603 10.0671 22.7632  0.316
84 C 10.8704 16.4536 19.1495  -0.337
85 C 10.5081 17.5490 18.2174  -0.513
86 O 11.2859 18.7191 18.5104  -0.522
87 O 12.1846 15.9151 18.8580  -0.275
88 H 10.1994 15.6220 19.1826  0.346
89 H 10.7727 16.9306 20.2130  0.240
90 H 9.5145 17.8825 18.3932  0.391
91 H 10.5284 17.2513 17.2027  0.235
92 H 12.1948 18.6009 18.1813  0.304
93 H 12.7736 16.6304 19.0926  0.130
94 C 22.9312 14.1929 16.2759  -0.541
95 C 22.0728 14.6539 15.0885  0.130
96 O 21.2680 13.5328 14.9520  -0.297
97 O 23.9447 15.1036 16.7938  -0.570
98 H 23.4300 13.2886 15.9509  0.290
99 H 22.2783 13.9390 17.0789  0.337
100 H 22.6738 14.7734 14.1923  0.222
101 H 21.4524 15.6026 15.2722  -0.043
102 H 20.4870 13.5733 14.4216  0.213
103 H 23.5590 15.8696 17.1636  0.295
104 C 16.4021 10.2874 9.6578  -0.118
105 C 16.7218 11.7148 10.1347  -0.092
106 O 15.4677 12.4192 9.9855  -0.637
107 O 17.6795 9.5284 9.3801  -0.692
108 H 15.8433 10.3632 8.7014  0.330
109 H 15.8037 9.7860 10.4057  0.091
110 H 17.3663 12.2083 9.5036  0.385
111 H 17.0848 11.7751 11.1388  -0.020
112 H 15.2191 12.6862 10.9118  0.353
113 H 17.2906 8.6490 9.3447  0.311
114 C 18.9480 10.9303 13.6210  0.392
115 C 19.2838 9.5324 13.1788  0.361
116 O 20.6765 9.3165 13.3054  -0.650
117 O 19.5346 11.1490 14.8858  -0.628
118 H 17.8276 11.1511 13.6110  -0.118
119 H 19.4523 11.7148 12.9558  0.168
120 H 18.9086 9.4047 12.1219  -0.233
121 H 18.8891 8.6902 13.7672  0.129
122 H 20.9661 10.0934 13.8777  0.409
123 H 18.9413 11.6663 15.4393  0.284
124 C 18.5494 14.9240 15.0558  0.103
125 C 18.4800 16.4426 14.8110  -0.167
126 O 17.6978 16.6274 13.6613  -0.656
127 O 18.9018 14.1897 13.8572  -0.589
128 H 17.5677 14.5252 15.3754  -0.018
129 H 19.2298 14.6530 15.8640  0.446
130 H 19.4966 16.8909 14.7249  0.135
131 H 18.0917 16.8940 15.7016  -0.013
132 H 16.7948 16.6529 14.0169  0.376
133 H 18.3992 14.7007 13.1961  0.330

Total charge ... -2
HOMO ... -6.19 eV
E ... -5806.8445 hartree
Maximum force ... 3.73 eV/Å
HOMO-LUMO gap ... 9.8 eV

Q: Which formula does entry 2 have?
A: C25H63NO14